No. 1
The following is a DFT calculation (ωB97M-V/def2-TZVPD) of a cluster of 2 separate species, C12H17N in total.

The structure (SMILES) is Cc1c[nH]c2ccccc12.CCC. The charge is 0. As for the energy above the lowest of the compared OMol25 structures with the same formula, charge and spin: 0.7062 eV. For the orbital gap, the calculation gives 8.91 eV. The value obtained for the calculated total energy is -14209.6313 eV. The calculation puts the lowest unoccupied orbital energy at 0.035 Ha.

Geometry (Å):
C 0.0112 -1.1967 2.1170
C 0.5054 0.0945 1.5078
C 0.0708 1.3239 1.8549
N 0.7903 2.3230 1.1895
C 1.6521 1.6818 0.3223
C 2.6174 2.2211 -0.5246
C 3.4209 1.3624 -1.2510
C 3.2069 -0.0289 -1.1564
C 2.3069 -0.5645 -0.2591
C 1.4890 0.3051 0.4752
H 0.5098 -2.0787 1.7121
H -1.0548 -1.2123 1.9617
H 0.3803 -1.2401 3.1457
H -0.6255 1.6382 2.6158
H 0.2865 3.1551 0.9272
H 2.6905 3.2979 -0.6439
H 4.0866 1.8301 -1.9620
H 3.8774 -0.6680 -1.7196
H 2.1765 -1.6327 -0.3192
C -1.6321 -1.0141 -1.8009
C -2.4962 -1.5310 -0.6324
C -3.5425 -0.4717 -0.1931
H -1.6971 -1.6882 -2.6519
H -1.9552 -0.0219 -2.0985
H -0.5837 -0.9491 -1.5313
H -3.1347 -2.3468 -0.9787
H -1.8856 -1.8399 0.2122
H -3.0374 0.4783 -0.0832
H -4.3436 -0.4173 -0.9297
H -4.0900 -0.8094 0.6944

---

No. 2
The following is a DFT calculation (ωB97M-V/def2-TZVPD) of a cluster of 2 separate species, C12H17N in total.

The structure (SMILES) is CCc1c[nH]c2ccccc12.CC. The charge is 0. As for the energy above the lowest of the compared OMol25 structures with the same formula, charge and spin: 1.2985 eV. For the orbital gap, the calculation gives 8.89 eV. The value obtained for the calculated total energy is -14209.0390 eV. The calculation puts the lowest unoccupied orbital energy at 0.034 Ha.

Geometry (Å):
C -3.6939 -0.2581 1.3750
C -2.3489 -0.8384 1.0474
C -1.4239 0.1979 0.5341
C -1.3387 1.5342 0.5951
N -0.5347 2.0717 -0.4008
C 0.1571 0.9964 -1.0004
C 1.2499 1.0580 -1.9003
C 1.6311 -0.1536 -2.4804
C 0.9993 -1.3143 -2.0452
C 0.1086 -1.3671 -1.0073
C -0.3820 -0.1869 -0.4456
H -4.6182 -0.8278 1.2981
H -3.8684 0.5424 0.6565
H -3.7218 0.2196 2.3647
H -1.8949 -1.3420 1.9330
H -2.3832 -1.6213 0.2545
H -1.9814 2.0630 1.2596
H -0.2042 3.0232 -0.3826
H 1.7594 1.9874 -2.1439
H 2.3486 -0.1220 -3.3398
H 1.3089 -2.2479 -2.5184
H -0.4646 -2.1739 -0.5432
C 2.7739 -1.4152 1.9545
C 2.5737 0.0843 2.0179
H 3.3366 -1.8197 2.8391
H 1.8466 -1.9927 1.8344
H 3.3735 -1.8086 1.1313
H 2.7619 0.5036 3.0390
H 1.5675 0.3934 1.7451
H 3.3755 0.4958 1.4096

---

No. 3
The following is a DFT calculation (ωB97M-V/def2-TZVPD) of a cluster of 2 separate species, C12H17N in total.

The structure (SMILES) is CCc1c[nH]c2ccccc12.CC. The charge is 0. As for the energy above the lowest of the compared OMol25 structures with the same formula, charge and spin: 1.4690 eV. For the orbital gap, the calculation gives 8.76 eV. The value obtained for the calculated total energy is -14208.8684 eV. The calculation puts the lowest unoccupied orbital energy at 0.035 Ha.

Geometry (Å):
C 0.2973 0.7178 -2.2269
C 0.7102 -0.2234 -1.0859
C -0.3135 -0.2549 -0.0059
C -1.5542 -0.8682 -0.0244
N -2.2160 -0.6254 1.1524
C -1.4541 0.2554 1.9017
C -1.8009 1.0407 3.0002
C -1.0133 2.0607 3.4289
C 0.2676 2.1295 2.7788
C 0.7420 1.2740 1.8199
C -0.1736 0.3541 1.2702
H -0.3259 1.6083 -1.8618
H -0.4424 0.2333 -2.8719
H 1.0691 1.1513 -2.7922
H 0.7764 -1.2310 -1.5332
H 1.7482 -0.0934 -0.7967
H -1.9815 -1.4605 -0.8861
H -3.2210 -0.5429 1.2239
H -2.7134 0.7817 3.5181
H -1.4984 2.7112 4.1264
H 0.8549 2.9705 3.1475
H 1.7601 1.2485 1.4572
C 2.5525 -2.5074 -3.4974
C 2.3993 -2.1720 -4.9591
H 2.5989 -3.5563 -3.1948
H 3.4110 -2.0213 -2.9347
H 1.7362 -2.0511 -2.9023
H 2.3388 -1.0760 -5.0483
H 1.6081 -2.6970 -5.4928
H 3.2963 -2.3873 -5.4985

---

No. 4
The following is a DFT calculation (ωB97M-V/def2-TZVPD) of a cluster of 2 separate species, C12H17N in total.

The structure (SMILES) is Cc1c[nH]c2ccccc12.CCC. The charge is 0. As for the energy above the lowest of the compared OMol25 structures with the same formula, charge and spin: 3.6717 eV. For the orbital gap, the calculation gives 8.89 eV. The value obtained for the calculated total energy is -14206.6657 eV. The calculation puts the lowest unoccupied orbital energy at 0.033 Ha.

Geometry (Å):
C -3.3090 -1.0647 -0.1010
C -2.1233 -0.4514 0.7574
C -1.7210 -0.7282 2.0119
N -0.4028 -0.2586 2.2231
C -0.2161 0.7163 1.1988
C 0.8970 1.5684 0.9898
C 0.8377 2.3101 -0.1617
C -0.1701 2.1509 -1.1520
C -1.0640 1.1168 -1.0646
C -1.1558 0.3868 0.1263
H -2.8636 -1.2263 -1.3079
H -4.1098 -0.2417 -0.1063
H -3.6111 -1.9552 0.0108
H -2.3306 -1.3669 2.7200
H -0.1335 -0.0836 3.1734
H 1.6895 1.5271 1.8012
H 1.5701 3.1301 -0.1005
H -0.2885 2.7200 -2.1012
H -1.7613 0.9777 -1.8156
C 3.2578 -0.8217 -0.4673
C 2.1176 -1.8274 -0.9342
C 1.8677 -1.7143 -2.4540
H 2.7022 -0.1091 0.3077
H 4.0889 -1.1487 0.1131
H 3.5074 -0.3186 -1.4685
H 1.1619 -1.8031 -0.2625
H 2.3350 -2.8053 -0.5271
H 0.8726 -1.9952 -2.6293
H 2.4166 -2.5325 -2.9825
H 2.2637 -0.8084 -2.8828

---

No. 5
The following is a DFT calculation (ωB97M-V/def2-TZVPD) of a cluster of 2 separate species, C12H17N in total.

The structure (SMILES) is Cc1c[nH]c2ccccc12.CCC. The charge is 0. As for the energy above the lowest of the compared OMol25 structures with the same formula, charge and spin: 1.6435 eV. For the orbital gap, the calculation gives 8.62 eV. The value obtained for the calculated total energy is -14208.6940 eV. The calculation puts the lowest unoccupied orbital energy at 0.033 Ha.

Geometry (Å):
C -2.7966 0.8111 -0.9135
C -2.3263 -0.4483 -0.2914
C -2.9663 -1.6450 -0.3155
N -2.6339 -2.4277 0.7773
C -1.6122 -1.7828 1.4617
C -0.8383 -2.2958 2.4540
C 0.3388 -1.6379 2.8995
C 0.6684 -0.5111 2.1772
C -0.2027 0.0777 1.2597
C -1.3857 -0.5027 0.8051
H -2.3345 0.9813 -1.8791
H -2.4317 1.5942 -0.2327
H -3.8794 0.8920 -1.0061
H -3.8057 -1.9894 -0.8927
H -2.8848 -3.3534 1.0945
H -1.0663 -3.2812 2.8656
H 0.8779 -1.9420 3.7798
H 1.6766 -0.1118 2.1952
H 0.0121 1.0880 0.9192
C 2.3806 2.7129 -1.1118
C 2.3426 1.1418 -1.0238
C 2.8016 0.5251 -2.3376
H 1.4313 3.1028 -0.7536
H 2.5050 2.9706 -2.1656
H 3.3022 3.1659 -0.7611
H 2.8037 0.7977 -0.1053
H 1.2740 1.0128 -0.8337
H 2.1042 0.6763 -3.1550
H 3.7761 0.9531 -2.5640
H 2.8693 -0.5743 -2.3465

---

No. 6
The following is a DFT calculation (ωB97M-V/def2-TZVPD) of the molecule C12H17N.

Its expectation value of S² is 2.02. The charge is 0. As for the energy above the lowest of the compared OMol25 structures with the same formula, charge and spin: 2.8116 eV. For the orbital gap (alpha / beta), the calculation gives 4.62 / 7.29 eV. The value obtained for the calculated total energy is -14202.4116 eV. Its multiplicity is 3. The calculation puts the lowest unoccupied orbital energy (alpha / beta) at 0.033 / -0.054 Ha.

Geometry (Å):
C -3.2153 -0.5564 -0.8216
C -2.2417 0.4526 -1.1115
C -2.7408 -1.2872 0.2959
C -1.2752 0.3311 -0.1121
C 1.0481 -1.5325 -1.3064
C 1.6170 -0.9039 -0.2792
C -0.5582 -1.1469 1.5024
C 0.8297 -0.1823 0.8977
C -0.0202 1.0032 0.2873
C 3.1188 -0.7057 -0.2738
C -0.2672 2.0385 1.3925
C 0.6115 1.5769 -0.9853
N -1.5521 -0.7226 0.6571
H -4.1052 -0.8230 -1.3389
H -2.2498 1.2356 -1.8370
H -3.1744 -2.1899 0.8423
H 1.6437 -1.7317 -2.1512
H -0.0686 -1.4588 -1.4163
H -0.2604 -2.2588 1.2550
H -0.5005 -1.0699 2.5327
H 1.6548 -0.0519 1.6585
H 3.6714 -1.4381 -1.0383
H 3.3463 0.3732 -0.4024
H 3.4369 -1.1483 0.7200
H 0.4873 1.9913 2.1506
H -1.1019 1.8312 2.0796
H -0.4301 2.9420 0.7714
H 1.7328 1.8016 -1.0067
H 0.2632 2.7035 -1.2258
H 0.3003 0.9272 -1.7364

---

Copy entry 3 word for word.
The following is a DFT calculation (ωB97M-V/def2-TZVPD) of a cluster of 2 separate species, C12H17N in total.

The structure (SMILES) is CCc1c[nH]c2ccccc12.CC. The charge is 0. As for the energy above the lowest of the compared OMol25 structures with the same formula, charge and spin: 1.4690 eV. For the orbital gap, the calculation gives 8.76 eV. The value obtained for the calculated total energy is -14208.8684 eV. The calculation puts the lowest unoccupied orbital energy at 0.035 Ha.

Geometry (Å):
C 0.2973 0.7178 -2.2269
C 0.7102 -0.2234 -1.0859
C -0.3135 -0.2549 -0.0059
C -1.5542 -0.8682 -0.0244
N -2.2160 -0.6254 1.1524
C -1.4541 0.2554 1.9017
C -1.8009 1.0407 3.0002
C -1.0133 2.0607 3.4289
C 0.2676 2.1295 2.7788
C 0.7420 1.2740 1.8199
C -0.1736 0.3541 1.2702
H -0.3259 1.6083 -1.8618
H -0.4424 0.2333 -2.8719
H 1.0691 1.1513 -2.7922
H 0.7764 -1.2310 -1.5332
H 1.7482 -0.0934 -0.7967
H -1.9815 -1.4605 -0.8861
H -3.2210 -0.5429 1.2239
H -2.7134 0.7817 3.5181
H -1.4984 2.7112 4.1264
H 0.8549 2.9705 3.1475
H 1.7601 1.2485 1.4572
C 2.5525 -2.5074 -3.4974
C 2.3993 -2.1720 -4.9591
H 2.5989 -3.5563 -3.1948
H 3.4110 -2.0213 -2.9347
H 1.7362 -2.0511 -2.9023
H 2.3388 -1.0760 -5.0483
H 1.6081 -2.6970 -5.4928
H 3.2963 -2.3873 -5.4985

---

Question: Which value of charge does entry 4 give?
Answer: 0